# C3H7NO

A single C3H7NO molecule at a distorted geometry (the ωB97M-V functional and the def2-TZVPD basis, the Open Molecules 2025 dataset).

The geometry in XYZ format:
```
12
Properties=species:S:1:pos:R:3:nbo_charge:R:1
N -1.590 -0.415 -0.227 -0.84
C -0.371 -0.081 0.448 -0.11
C 0.206 1.189 -0.078 -0.44
C 0.881 -0.111 -0.472 0.09
O 2.091 -0.333 0.066 -0.69
H -2.373 0.093 0.297 0.36
H -1.790 -1.418 -0.194 0.36
H -0.309 -0.384 1.474 0.18
H 0.784 1.688 0.691 0.23
H -0.346 1.663 -0.832 0.23
H 0.643 -0.557 -1.433 0.17
H 2.174 -1.333 0.259 0.47
```

Properties
Molar mass, g mol⁻¹: 73.09
Frontier orbital gap, eV: 9.96
HOMO energy, eV: -9.063
Total energy, Eh: -248.4431
LUMO level, hartree: 0.03284